ORCA calculation (ωB97M-V with the def2-TZVPD basis set) on 7 unconnected molecules or ions with the total composition C20H40Br8O6 at a distorted geometry.

## Properties
HOMO-LUMO gap ... 10.2 eV
LUMO ... 0.011 Eh
HOMO energy ... -9.86 eV
Total charge ... 0

Structure (XYZ):
```
74
Properties=species:S:1:pos:R:3:forces:R:3
Br -7.62825 3.84977 1.41093 0.090 0.086 0.037
Br -3.27304 -6.19249 1.55566 -0.131 -0.166 -0.260
Br 1.35672 -7.93078 -0.94467 -0.117 -0.008 -0.076
Br 1.95139 -5.98824 2.06211 0.173 -0.125 0.069
Br -4.19703 1.46031 -0.52664 0.048 0.030 -0.042
Br 0.78362 4.06093 0.23179 0.079 0.190 -0.075
Br -1.48523 0.80603 2.53458 -0.001 -0.166 0.072
Br -2.70597 -2.99964 4.78155 0.080 0.142 0.120
O 1.94796 3.21081 -3.16530 0.651 0.465 0.125
O 3.35763 1.17385 1.51221 -0.366 -0.219 0.355
O 0.38852 2.79771 -4.71810 -0.214 0.155 0.034
O 5.09972 2.45869 0.94625 0.237 -0.033 -0.135
O -1.00499 -3.62146 -0.31304 -0.182 -1.049 0.093
O 0.09537 -1.70640 -0.02438 0.183 0.234 -0.181
C 0.93446 3.84785 -5.54686 0.182 -0.119 -0.100
C 3.75994 1.61615 -0.79039 0.033 0.338 -0.681
C 5.44565 2.60794 2.32484 0.112 -0.163 0.643
C 1.25640 -2.50557 1.94861 -0.447 0.275 0.151
C -0.68079 1.83939 1.10484 0.028 0.084 -0.209
C -0.95008 -2.43173 -0.42036 -0.319 0.799 -0.201
C 0.95664 2.63698 -3.50990 -0.270 -0.210 -0.286
C 1.24908 -2.43818 0.43734 0.062 0.003 0.498
C -6.35543 3.16622 0.10499 -0.052 -0.170 0.205
C -2.43162 -4.06385 3.18719 0.055 0.157 -0.245
C 0.28597 -6.30713 1.14152 -0.593 -0.107 0.538
C -3.56861 -5.03949 3.07749 0.102 -0.008 0.193
C 0.24135 2.89058 1.67952 0.140 -0.380 -0.021
C -5.41463 2.20317 0.79103 -0.367 -0.266 0.285
C 0.19477 1.69788 -2.63221 -0.439 -0.512 -0.427
C 0.03259 4.02988 -6.74788 -0.041 -0.150 -0.037
C 0.41677 -6.34058 -0.33998 0.105 0.191 -0.325
C 4.88451 3.89264 2.88769 0.253 0.338 -0.378
C -2.02081 -1.56526 -1.03006 -0.065 0.077 0.064
C 4.03263 1.70268 0.66799 -0.066 -0.026 -0.040
H -0.92660 4.49561 -6.52518 0.059 0.029 0.193
H -1.46347 -4.54843 3.26365 -0.006 -0.060 0.173
H 5.16750 3.99483 3.93406 -0.095 -0.005 0.061
H 6.53359 2.59635 2.36935 0.034 0.161 -0.174
H 2.10684 -3.06825 2.31852 0.109 0.001 -0.052
H 1.24819 -3.43690 0.00686 0.026 0.088 -0.103
H -3.62115 -5.68275 3.94826 -0.057 -0.027 0.037
H -6.96678 2.64693 -0.62337 0.088 -0.007 -0.148
H -0.56293 2.28382 -2.11057 0.103 -0.064 0.224
H 2.86694 2.19855 -1.01919 -0.067 0.014 0.086
H -0.21723 3.49036 2.45657 -0.130 0.084 -0.075
H -2.91768 -2.13771 -1.24424 0.052 -0.169 0.063
H -0.40887 -5.52757 1.44402 0.214 0.256 -0.191
H 3.57384 0.59341 -1.11220 0.048 -0.071 0.190
H -1.50571 2.26037 0.53961 -0.057 0.158 0.098
H 4.55948 2.05509 -1.38321 0.070 -0.109 0.052
H 3.80274 3.94602 2.78098 -0.072 -0.153 0.126
H 0.54640 4.63991 -7.49189 -0.035 0.024 0.025
H 0.34622 -2.99300 2.31175 0.096 -0.073 -0.063
H 1.26942 -1.50285 2.37971 0.092 0.005 -0.066
H -2.40889 -3.37802 2.34496 -0.013 0.019 -0.010
H -0.33003 0.93890 -3.21581 0.018 0.133 -0.079
H -0.57372 -6.30589 -0.78707 0.016 -0.238 -0.078
H 1.92959 3.55472 -5.88881 -0.006 -0.093 0.155
H 5.30155 4.74182 2.33809 -0.036 -0.026 0.100
H 1.16102 2.44536 2.04997 -0.042 -0.048 0.064
H -4.51161 -4.52636 2.93348 -0.093 -0.040 -0.039
H -5.85495 4.00836 -0.35662 0.049 0.075 0.055
H 5.10911 1.75147 2.91070 -0.181 -0.020 -0.245
H 0.97737 -5.49683 -0.72388 0.050 0.028 0.010
H -0.14953 1.15155 0.44909 0.060 -0.074 0.189
H -2.27881 -0.74833 -0.35409 0.124 -0.004 -0.026
H -0.17398 3.05650 -7.19598 0.054 0.031 -0.039
H -5.97421 1.37123 1.21450 0.030 -0.063 -0.185
H 1.05916 4.74539 -4.94238 -0.115 0.042 -0.026
H -0.14095 -7.22815 1.53065 0.237 -0.137 -0.018
H 2.09087 -1.86275 0.07712 0.239 0.032 -0.125
H 0.86562 1.18896 -1.94840 0.009 0.216 0.231
H -1.65466 -1.14083 -1.96622 0.067 0.060 0.065
H -4.82892 2.61048 1.60883 0.116 0.337 -0.220
```
Forces are in eV/Å.

Population analysis type Löwdin, resulting atomic charges in e:
1. Br 0.6233
2. Br 0.6887
3. Br 0.6192
4. Br 0.6701
5. Br 0.6770
6. Br 0.6933
7. Br 0.6344
8. Br 0.6463
9. O 0.0912
10. O 0.0789
11. O -0.0097
12. O -0.0002
13. O 0.0883
14. O -0.0185
15. C -0.2178
16. C 0.0215
17. C -0.2261
18. C -0.0746
19. C -0.7249
20. C -0.5437
21. C -0.5545
22. C -0.1888
23. C -0.7099
24. C -0.7298
25. C -0.7500
26. C -0.7064
27. C -0.6749
28. C -0.6978
29. C 0.0105
30. C -0.0702
31. C -0.7193
32. C -0.0603
33. C 0.0197
34. C -0.5514
35. H 0.0758
36. H 0.0424
37. H 0.0796
38. H 0.1220
39. H 0.0406
40. H 0.0917
41. H 0.0517
42. H 0.0476
43. H 0.0775
44. H 0.0364
45. H 0.0520
46. H 0.0899
47. H -0.0078
48. H 0.0913
49. H -0.0014
50. H 0.0931
51. H 0.0721
52. H 0.0783
53. H 0.0633
54. H 0.0740
55. H 0.0474
56. H 0.0850
57. H 0.0605
58. H 0.1246
59. H 0.0812
60. H 0.0373
61. H 0.0557
62. H 0.0541
63. H 0.1165
64. H 0.0326
65. H 0.0427
66. H 0.0225
67. H 0.0792
68. H 0.0556
69. H 0.1231
70. H 0.0452
71. H 0.1180
72. H 0.0731
73. H 0.0861
74. H 0.0557

ORCA calculation (ωB97M-V with the def2-TZVPD basis set) on 2 unconnected molecules or ions with the total composition C4H13N2O at a distorted geometry.

## Properties
HOMO-LUMO gap ... 9.3 eV
LUMO ... -0.114 Eh
HOMO energy ... -12.38 eV
Total charge ... +1
Relative energy (zero: lowest compared OMol25 entry of this formula, charge and spin) ... 84.1 kcal/mol

Structure (XYZ):
```
20
Properties=species:S:1:pos:R:3:forces:R:3
O 0.06609 3.06092 0.76227 -0.619 0.682 0.680
N 0.90055 1.06357 -1.07810 -0.373 0.109 -2.822
N 1.03381 -1.06504 0.83194 5.830 -0.875 -0.396
C -0.68894 -0.92688 -0.81906 -3.147 0.475 0.873
C -0.58174 0.57527 -1.02730 0.411 1.119 2.486
C -0.76020 -2.53783 1.17744 -1.474 3.603 -2.158
C -0.20978 -1.45990 0.47256 -3.173 -3.844 1.908
H -0.43163 2.88555 1.60360 0.682 0.632 -1.177
H 1.64388 -1.95155 0.94966 -0.836 2.155 -0.149
H 1.21736 0.88910 -2.05209 0.444 -0.630 0.962
H -1.73362 -1.36943 -1.06211 1.389 1.319 0.524
H -0.14313 -1.30269 -1.59930 1.852 -1.755 -1.855
H -1.08801 0.79417 -1.97677 -0.087 0.932 0.849
H -0.16073 -3.22848 1.70712 0.507 -0.124 1.108
H -1.86607 -2.53340 1.28351 0.800 -0.996 -0.775
H 1.29193 0.43373 -0.35089 1.044 0.012 -0.075
H 1.19202 -0.49673 1.65030 -0.627 -0.236 0.424
H -0.73362 1.05601 -0.00424 -1.625 -0.030 -1.966
H -0.05524 4.01523 0.53513 -0.017 -1.115 0.603
H 1.10706 2.09838 -1.00368 -0.979 -1.430 0.956
```
Forces are in eV/Å.

Population analysis type Löwdin, resulting atomic charges in e:
1. O -0.0879
2. N 0.1408
3. N 0.0221
4. C -0.1639
5. C -0.1149
6. C 0.1190
7. C -0.4405
8. H 0.0842
9. H 0.1622
10. H 0.1660
11. H 0.1726
12. H 0.0911
13. H 0.1374
14. H 0.0505
15. H 0.0815
16. H 0.1032
17. H 0.1079
18. H 0.1247
19. H 0.0827
20. H 0.1615

ORCA calculation (ωB97M-V with the def2-TZVPD basis set) on a gas-phase ion, C3H9N2 (charge +1) at a distorted geometry.

## Properties
HOMO-LUMO gap (spin up / spin down) ... 4.4 / 9.2 eV
LUMO (spin up / spin down) ... -0.124 / -0.353 Eh
2S+1 ... 3
HOMO energy (spin up / spin down) ... -7.75 / -18.79 eV
Total charge ... +1
Relative energy (zero: lowest compared OMol25 entry of this formula, charge and spin) ... 76.3 kcal/mol

Structure (XYZ):
```
14
Properties=species:S:1:pos:R:3:forces:R:3
N 1.82485 0.44481 -0.19921 -1.212 -0.956 0.613
N -0.54355 0.05751 -0.45628 -2.227 -0.928 2.767
C 0.55663 -0.02081 0.44217 2.757 0.930 -0.322
C -1.83574 0.53420 -0.02385 -0.330 1.007 -1.551
C -0.07120 -1.25334 -0.08417 0.186 -0.745 -0.827
H -2.11314 0.17164 0.97133 0.349 -0.244 0.105
H -2.57532 0.19400 -0.74481 -0.163 -0.174 0.074
H 1.67825 0.38383 -1.21948 0.286 -0.051 -1.326
H -1.82332 1.62201 -0.02389 0.043 0.089 0.169
H 2.63201 -0.13414 0.06916 0.745 -0.685 0.359
H -0.65851 -1.85208 0.60378 -0.538 0.110 -0.260
H 0.49196 0.24727 1.49119 -0.407 0.309 -0.236
H 0.41567 -1.82108 -0.86520 0.442 0.010 -0.032
H 2.02141 1.42619 0.03925 0.070 1.328 0.464
```
Forces are in eV/Å.

Population analysis type Löwdin, resulting atomic charges in e:
1. N 0.1016
2. N 0.0825
3. C -0.2683
4. C 0.0256
5. C 0.0152
6. H 0.1426
7. H 0.1225
8. H 0.0637
9. H 0.1109
10. H 0.0887
11. H 0.1544
12. H 0.1562
13. H 0.1339
14. H 0.0704

ORCA calculation (ωB97M-V with the def2-TZVPD basis set) on 2 unconnected molecules or ions with the total composition C3H2IO2S at a distorted geometry.

## Properties
HOMO-LUMO gap (spin up / spin down) ... 5.2 / 5.2 eV
LUMO (spin up / spin down) ... 0.029 / 0.035 Eh
HOMO energy (spin up / spin down) ... -4.40 / -4.27 eV
Total charge ... -1
Relative energy (zero: lowest compared OMol25 entry of this formula, charge and spin) ... 120.0 kcal/mol

Structure (XYZ):
```
9
Properties=species:S:1:pos:R:3:forces:R:3
I -2.67914 -2.18448 -0.86369 -0.078 0.095 -1.105
S -2.69324 -1.35150 2.04568 0.519 5.471 1.508
O -2.28856 -0.20320 2.94580 0.042 -2.479 -0.864
O -4.07349 -1.69163 2.17059 -1.728 -1.761 0.343
C 1.03322 0.71054 -1.16193 0.507 1.873 -2.194
C 0.57246 0.09934 -0.24010 -1.299 -2.108 2.750
C -2.42390 -0.60548 0.42287 1.865 -1.829 1.324
H 1.03562 1.47597 -1.89453 0.495 0.116 -0.428
H -1.32143 -0.31267 0.55901 -0.323 0.621 -1.335
```
Forces are in eV/Å.

Population analysis type Löwdin, resulting atomic charges in e:
1. I 0.7848
2. S 0.5872
3. O -0.4288
4. O -0.4514
5. C -0.2800
6. C -0.2949
7. C -0.7384
8. H -0.0811
9. H -0.0975

What did the fourth record say?
ORCA calculation (ωB97M-V with the def2-TZVPD basis set) on 2 unconnected molecules or ions with the total composition C3H2IO2S at a distorted geometry.

## Properties
HOMO-LUMO gap (spin up / spin down) ... 5.2 / 5.2 eV
LUMO (spin up / spin down) ... 0.029 / 0.035 Eh
HOMO energy (spin up / spin down) ... -4.40 / -4.27 eV
Total charge ... -1
Relative energy (zero: lowest compared OMol25 entry of this formula, charge and spin) ... 120.0 kcal/mol

Structure (XYZ):
```
9
Properties=species:S:1:pos:R:3:forces:R:3
I -2.67914 -2.18448 -0.86369 -0.078 0.095 -1.105
S -2.69324 -1.35150 2.04568 0.519 5.471 1.508
O -2.28856 -0.20320 2.94580 0.042 -2.479 -0.864
O -4.07349 -1.69163 2.17059 -1.728 -1.761 0.343
C 1.03322 0.71054 -1.16193 0.507 1.873 -2.194
C 0.57246 0.09934 -0.24010 -1.299 -2.108 2.750
C -2.42390 -0.60548 0.42287 1.865 -1.829 1.324
H 1.03562 1.47597 -1.89453 0.495 0.116 -0.428
H -1.32143 -0.31267 0.55901 -0.323 0.621 -1.335
```
Forces are in eV/Å.

Population analysis type Löwdin, resulting atomic charges in e:
1. I 0.7848
2. S 0.5872
3. O -0.4288
4. O -0.4514
5. C -0.2800
6. C -0.2949
7. C -0.7384
8. H -0.0811
9. H -0.0975

Q: What is the formula in the second record?
A: C4H13N2O

Q: total charge of number 2 (C4H13N2O)?
A: +1